C31H32BrF4GeO5PPdSe | ωB97M-V/def2-TZVPD

Properties
- LUMO level (alpha / beta): -7.886 / -7.885 eV
- Net charge: +2
- E_HOMO (alpha / beta): -12.989 / -12.990 eV
- Relative energy (zero: lowest compared OMol25 entry of this formula, charge and spin): 140.6 kJ/mol
- Frontier orbital gap (alpha / beta): 5.1 / 5.1 eV

Cartesian coordinates (Å):
C 1.72 1.55 2.52
H -4.37 2.87 -1.50
H 5.25 2.90 -2.02
C 1.81 -3.22 -2.41
H -5.86 -0.96 4.69
C 2.58 -2.21 -2.89
C 1.66 -1.03 -3.10
H -0.29 4.01 -0.94
C -3.04 1.29 -0.91
C -2.63 0.42 3.96
C 1.50 2.28 -2.75
C 3.37 2.30 -1.20
O 0.63 -1.25 -2.09
F 1.49 4.43 0.39
C -2.36 3.58 -1.23
H 3.30 -2.45 -3.66
C 0.02 -2.57 -3.91
H 0.20 -3.51 -4.42
H -2.39 -4.34 0.34
C -0.75 1.92 -0.56
H -3.11 -2.65 5.69
C 4.26 -1.58 -1.25
H -3.81 0.53 -0.94
H -3.21 -0.60 1.18
H -2.60 4.60 -1.50
H -0.85 -4.71 1.17
C 4.20 2.73 -2.22
C 2.34 2.72 -3.76
C -5.51 -1.10 3.67
C 0.91 -1.41 -4.40
H 3.77 2.13 -0.21
H -2.67 0.69 5.01
H -5.98 -1.99 3.27
C 2.01 2.09 -1.46
H 1.94 2.89 -4.75
H 0.45 2.12 -2.95
C 2.08 2.13 3.72
C -3.35 2.61 -1.24
H 0.33 -0.55 -4.74
H -5.84 -0.23 3.09
C 3.68 2.94 -3.49
H 2.00 -4.19 -2.84
Se -1.35 -2.27 1.37
C 0.40 -2.64 -2.42
Ge -3.57 -1.27 3.60
H 4.34 3.28 -4.28
O 3.62 -0.80 -0.65
Pd 1.12 -0.71 0.09
C -1.78 -4.16 1.22
H -1.04 -2.34 -4.00
H -1.58 0.33 3.67
C 1.48 2.28 1.37
F 2.29 1.39 4.79
H 2.05 -0.03 -3.02
H -3.35 -3.70 4.31
H -1.80 -2.86 4.53
H -3.88 -2.25 1.20
F 2.16 5.58 2.69
C 1.66 3.66 1.46
H -0.34 -3.05 -1.74
O 1.45 -2.91 0.28
H -2.33 -4.45 2.12
C 2.23 3.51 3.78
F 2.57 4.08 4.91
H -1.51 -0.09 -0.34
C 2.17 -3.68 -0.26
Br 1.53 -0.34 2.49
C -1.06 3.24 -0.91
C -3.16 -1.57 1.67
C 2.02 4.28 2.64
P 0.94 1.48 -0.17
C -2.88 -2.77 4.63
O 2.91 -4.56 -0.35
C -1.74 0.95 -0.57
H -3.10 1.23 3.39
O 5.07 -2.30 -1.65
H 1.59 -1.69 -5.20

Partial charges, Mulliken, in e: 0.152, 0.455, 0.499, -0.560, 0.386, -1.025, 0.773, 0.535, -0.997, -0.982, -0.657, -0.819, -0.001, -0.358, -0.868, 0.442, -0.774, 0.396, 0.332, 0.508, 0.404, 0.789, 0.607, -0.395, 0.469, 0.357, -0.838, -0.558, -1.177, -0.714, 0.492, 0.447, 0.382, 1.065, 0.508, 0.488, 0.272, -0.766, 0.363, 0.371, -0.663, 0.454, 0.253, -0.155, 0.492, 0.461, -0.505, 1.039, -1.213, 0.371, 0.120, -0.371, -0.287, -0.254, 0.335, 0.352, 0.597, -0.249, 0.286, 0.417, -0.486, 0.334, 0.596, -0.241, 0.217, 0.595, 0.005, 0.129, -0.468, 0.263, 0.887, -1.166, -0.340, -0.226, 0.339, -0.369, 0.450

C31H32Cl3N2OP2PtSi | ωB97M-V/def2-TZVPD

Properties
- LUMO level: -2.878 eV
- Net charge: +1
- E_HOMO: -9.233 eV
- Relative energy (zero: lowest compared OMol25 entry of this formula, charge and spin): 1261.2 kJ/mol
- Frontier orbital gap: 6.4 eV

Cartesian coordinates (Å):
C -1.88 -1.74 -0.09
C -1.59 -4.13 0.24
C 2.02 3.45 5.21
H -0.95 -5.00 0.31
C 3.45 -5.27 0.06
H -2.45 0.39 -4.95
H -4.83 1.65 -4.86
C -1.98 1.49 -3.16
H -4.88 3.25 -2.78
Cl -0.94 3.37 1.14
H 2.75 5.39 -2.06
C 0.24 3.30 -2.95
H 1.47 -2.33 -2.69
C 1.74 -6.18 -1.37
H 3.13 -3.25 0.73
H 0.16 2.43 5.60
C -2.74 1.09 -4.19
H 0.27 3.12 3.96
C 1.07 4.41 -2.97
H 0.81 -0.28 -3.71
H 1.35 -6.99 -1.96
C -1.06 -2.89 -0.12
H -4.50 -0.17 -1.32
H 1.66 0.29 6.03
C 0.59 -0.45 -2.65
H -1.77 0.44 -1.57
O 2.80 2.73 6.14
C 0.44 2.29 -2.01
H -2.32 3.41 -2.13
H 3.49 -7.25 -0.75
H 2.62 -0.27 4.64
H -3.37 -5.21 0.68
H 1.67 1.61 -0.38
H 3.96 1.09 6.34
C 0.53 -1.94 -2.30
C 2.11 4.52 -2.05
C 1.03 -4.99 -1.29
H 3.96 1.80 4.71
C -4.08 2.56 -3.05
N 0.88 0.61 1.95
C 3.34 1.55 5.57
C -3.78 -3.16 0.19
H 4.38 -5.38 0.59
C 2.95 -6.32 -0.69
C 2.23 0.61 5.15
Cl -3.30 1.54 2.35
C 1.08 0.94 3.04
C -2.81 2.44 -2.25
H -0.26 -2.51 -2.80
H 2.63 3.73 4.34
C -4.05 1.77 -4.12
C -3.27 -1.89 -0.05
H 0.09 -4.89 -1.82
Pt -0.56 -0.30 0.63
C 1.49 2.40 -1.10
H 1.46 -0.05 -2.12
C -3.15 1.98 -0.80
C 1.53 -3.93 -0.53
C -2.95 -4.25 0.42
C 0.83 2.63 4.75
P -0.61 0.82 -2.17
H -3.84 2.70 -0.33
H 0.91 5.19 -3.70
H 3.14 3.58 -0.42
H 1.68 4.36 5.70
C 2.32 3.51 -1.13
C 2.74 -4.07 0.14
P 0.61 -2.36 -0.47
H -4.85 -3.31 0.25
H -0.55 3.22 -3.68
Cl -3.68 0.19 -0.40
Si -1.93 1.55 0.80
N 1.32 1.33 4.25

Partial charges, Mulliken, in e: 0.007, -0.663, -0.601, 0.527, -0.619, 0.542, 0.515, -0.640, 0.520, -0.346, 0.407, -0.677, 0.678, -0.826, 0.386, 0.249, -0.769, 0.275, -0.772, 0.713, 0.402, 0.169, 0.306, 0.286, -1.082, -0.579, -0.364, 0.790, 0.445, 0.397, 0.408, 0.411, 0.212, 0.351, -1.157, -0.639, -0.486, 0.319, -0.978, -0.460, -0.517, -0.549, 0.407, -0.466, -0.596, -0.347, 0.384, 0.837, 0.461, 0.329, -0.693, 0.066, 0.438, 1.691, 0.191, 0.543, -1.069, 0.466, -0.636, -0.369, 0.986, 0.655, 0.448, 0.460, 0.363, -0.748, -0.438, 0.121, 0.419, 0.472, -0.052, 0.073, 0.013

C31H32N3 | ωB97M-V/def2-TZVPD

Properties
- LUMO level: -4.419 eV
- Net charge: +1
- E_HOMO: -9.300 eV
- Relative energy (zero: lowest compared OMol25 entry of this formula, charge and spin): 0.0 kJ/mol
- Frontier orbital gap: 4.9 eV

Cartesian coordinates (Å):
H 4.83 1.54 0.02
C -3.97 3.02 2.92
H -4.71 0.59 4.09
H -1.55 2.79 -1.48
C -0.49 2.70 -1.36
C -4.02 -0.10 3.59
C 3.14 -2.82 -2.42
H 1.43 -1.45 -4.75
N -3.16 0.61 2.65
H 1.01 5.20 -3.10
H -3.42 -0.59 4.36
H 0.05 -1.87 -2.90
C -1.81 -4.69 2.58
H 3.08 4.55 -2.46
H -0.46 4.38 -3.66
C 0.81 -2.65 -3.04
C -2.69 4.60 1.62
H -1.11 3.83 0.43
C 2.72 1.42 -0.18
H 3.58 -3.43 -4.48
H -4.32 5.12 2.91
H -2.79 -5.11 2.73
C -1.46 -4.15 1.36
C 0.18 1.75 -0.57
C 3.96 1.97 -0.44
H 2.23 -2.83 0.11
C 3.11 -2.60 -3.94
H 1.32 -3.16 -5.10
C 1.72 3.13 -1.59
C -1.91 3.59 1.10
N 1.77 -2.59 -1.91
C -0.89 -4.72 3.61
H 3.45 -3.85 -2.16
H 3.68 -1.70 -4.21
H 3.84 -2.15 -1.91
C 4.08 3.09 -1.27
C -1.52 1.01 1.14
H -1.93 -1.02 1.92
C 1.62 -2.44 -4.33
N 0.43 3.53 -1.95
C -2.16 0.03 1.91
C 0.17 -3.16 -0.18
H 5.06 3.51 -1.44
H -2.50 5.62 1.34
H -1.16 -5.16 4.56
C -0.18 -3.64 1.14
H 0.29 -3.61 -3.03
H 2.61 0.57 0.48
C 0.37 -4.21 3.42
H 1.72 -3.27 2.06
H -4.74 2.80 3.63
C 0.73 -3.67 2.20
C 1.42 -2.84 -0.59
C -2.16 2.26 1.47
C 1.59 2.00 -0.75
C -0.39 0.80 0.32
H 1.09 -4.24 4.23
C -3.18 1.99 2.40
H -2.18 -4.15 0.56
C -3.72 4.31 2.52
H -0.61 -3.17 -0.91
H 0.15 -0.13 0.47
C 0.10 4.69 -2.78
C 2.98 3.67 -1.84
H -4.61 -0.86 3.08
H -0.51 5.39 -2.21

Partial charges, Mulliken, in e: 0.439, -0.929, 0.299, 0.691, -1.643, -0.881, -0.671, 0.271, 0.192, 0.312, 0.345, 0.271, -0.594, 0.320, 0.332, -0.749, -0.951, 0.565, -0.255, 0.295, 0.410, 0.422, -0.374, 1.221, -0.891, 0.393, -0.565, 0.296, 0.181, -0.277, 0.233, -0.523, 0.291, 0.254, 0.373, -0.734, 0.826, 0.863, -0.488, 0.268, -1.362, -0.334, 0.418, 0.436, 0.415, 0.808, 0.334, 0.463, -0.745, 0.312, 0.290, -0.429, -0.617, 1.106, 0.781, -0.311, 0.408, -0.065, 0.381, -0.701, 0.326, 0.359, -0.922, -0.857, 0.333, 0.334

C31H33BN11O2RuSbSe4 | ωB97M-V/def2-TZVPD

Properties
- LUMO level (alpha / beta): -3.787 / -5.042 eV
- Net charge: +1
- E_HOMO (alpha / beta): -10.251 / -10.244 eV
- Multiplicity: 2
- Frontier orbital gap (alpha / beta): 6.5 / 5.2 eV
- Expectation value of S²: 0.755

Cartesian coordinates (Å):
C -0.32 -0.20 -4.87
H 2.95 -0.22 -5.73
N -3.19 3.50 0.94
O -1.85 0.76 -1.66
Se 0.50 4.57 1.41
H 0.95 -3.04 2.38
H 3.09 -1.52 -3.62
H 0.13 2.22 2.82
C -6.01 0.71 -0.92
H -2.30 -3.57 4.38
H -1.14 -1.16 -3.13
N 0.59 -1.61 -0.83
C 4.45 3.51 -0.75
C -5.84 1.00 0.42
C 2.63 -1.51 4.04
H 2.90 0.01 -1.19
H 2.65 -4.41 1.29
H 4.10 0.99 -3.09
C -3.03 -1.88 2.36
H -3.40 -1.40 -1.36
H 2.90 -2.52 3.72
H 5.41 3.02 -2.68
C 3.98 1.57 -2.18
H 0.77 0.64 -6.51
H -0.64 -2.97 4.41
C 2.46 0.85 1.22
C 1.08 -2.12 -1.96
Ru -0.23 0.16 -0.25
N -0.70 1.65 2.68
C -4.77 0.44 1.12
H -2.07 3.15 3.06
C 1.96 -4.72 0.50
C 0.98 -1.39 -3.23
H -3.54 3.65 0.00
N -1.68 1.86 0.17
N 0.87 -2.49 0.17
H -6.85 1.13 -1.47
Sb 1.15 3.96 -0.81
C 4.68 2.67 -1.96
C -1.43 -3.36 3.77
H 1.11 -5.20 0.97
H -4.64 0.66 2.17
H 3.81 3.24 1.35
C 2.37 -0.63 2.87
C -2.80 -1.06 1.24
H -0.90 1.03 3.46
C -5.13 -0.15 -1.57
H 3.45 -1.10 4.63
H 1.75 -1.59 4.68
C -3.87 -0.40 0.47
H -1.07 -4.30 3.35
N -2.30 1.74 -1.02
C 1.69 -3.36 -1.69
C 1.53 -3.56 -0.33
Se 3.33 5.08 -1.35
Se -0.54 5.06 -2.26
H 3.98 0.88 2.84
N 1.39 0.07 1.01
N -0.90 -1.86 1.86
C 0.83 0.07 -5.59
C 2.95 1.10 -1.21
N -1.49 -1.04 0.96
C -4.07 -0.70 -0.87
H -6.54 1.65 0.93
Se 1.10 1.55 -1.83
H -3.52 4.09 1.69
O -3.16 2.47 -1.45
H -3.98 -2.12 2.80
N 1.38 -0.85 1.99
H 5.36 4.00 -0.41
B 0.59 -2.15 1.67
C 3.77 2.80 0.37
H 2.14 -4.03 -2.40
C 2.06 -0.41 -5.15
C -0.25 -0.93 -3.70
C 2.13 -1.14 -3.98
C -2.22 2.62 1.13
N -1.80 2.44 2.39
C -1.80 -2.39 2.70
H -1.28 0.16 -5.22
C 3.07 1.67 0.16
H 2.46 -5.45 -0.13
C 3.08 0.48 2.42
H -5.27 -0.39 -2.61

Partial charges, Mulliken, in e: -0.672, 0.456, -0.164, -0.466, -0.551, -0.096, 0.521, 0.200, -0.543, 0.420, 0.457, 1.500, -0.583, -0.867, -1.464, 0.237, 0.289, 0.428, -1.355, 0.403, 0.247, 0.469, -0.852, 0.430, 0.212, -1.256, -0.738, 0.522, -0.273, -0.260, 0.207, -1.505, 0.125, 0.204, 0.275, -0.213, 0.432, 0.926, -0.681, -1.441, 0.268, 0.491, 0.389, 0.510, -0.682, 0.276, -0.776, 0.410, 0.252, 0.335, 0.258, 0.975, -1.526, 0.913, -0.180, -0.242, 0.566, 2.268, 0.646, -0.515, 1.469, 1.200, 0.074, 0.430, -0.016, 0.160, -0.797, 0.577, -0.004, 0.713, -1.079, -1.190, 0.578, -0.680, 0.227, -0.371, -0.378, -0.191, 0.725, 0.437, -0.068, 0.402, -1.274, 0.442

DFT total energy values, unit a.u., following the record order: -9497.1509, -3856.9021, -1364.5134, -11919.4921.